The molecule C18H22ClN5O4S, computed with ωB97M-V/def2-TZVPD.

## Properties
Lowest unoccupied orbital energy = -0.2 eV
ΔE to the lowest compared entry with this formula, charge and spin = 10.73 kcal per mole
Gap between HOMO and LUMO = 0.3293 Ha
Total charge = 0

Geometry (Å):
C: -0.74725 -0.90471 -0.71462
C: -0.16186 0.14066 0.21463
N: -0.63743 -0.16243 1.59320
S: 0.20752 0.18263 2.96165
C: -0.94842 -0.35187 4.18183
O: 1.36650 -0.65827 3.00429
O: 0.39559 1.60722 3.12623
C: 1.37184 0.21532 0.01511
O: 1.94047 -0.56287 -0.72467
N: 1.97658 1.26880 0.60002
C: 3.37717 1.61641 0.38810
C: 3.55839 3.04801 0.87544
N: 3.60013 2.87145 2.32928
C: 2.84137 3.66732 3.11294
O: 2.22397 4.63665 2.69451
C: 2.75206 3.33504 4.58465
C: 1.50746 3.60363 5.21106
C: 1.38264 3.34082 6.53490
Cl: -0.12950 3.60531 7.33688
C: 2.49168 2.84298 7.26907
C: 2.50404 2.54096 8.64691
C: 3.65703 2.07241 9.20718
N: 4.81036 1.87390 8.51978
C: 4.80922 2.15060 7.24502
C: 3.67878 2.64061 6.54287
N: 3.79914 2.87658 5.20892
C: 4.10363 1.52761 2.67270
C: 4.35761 0.87385 1.30880
C: 4.28734 -0.64153 1.33656
H: -0.51329 -0.66278 -1.74942
H: -0.32379 -1.88026 -0.48674
H: -1.83136 -0.94641 -0.59799
H: -0.53523 1.13376 -0.05663
H: -1.59036 0.16517 1.70489
H: -0.46036 -0.16674 5.13736
H: -1.85790 0.24145 4.11607
H: -1.14184 -1.41220 4.04787
H: 1.44663 1.84659 1.23767
H: 3.61561 1.47660 -0.66573
H: 4.49563 3.46938 0.50595
H: 2.74510 3.71897 0.60854
H: 0.69472 3.99440 4.61858
H: 1.61610 2.68240 9.24623
H: 3.69634 1.83335 10.26269
H: 5.72572 1.99717 6.68431
H: 5.00499 1.58654 3.27814
H: 3.34805 0.97027 3.22868
H: 5.35403 1.17510 0.96665
H: 3.30736 -0.98335 1.66273
H: 4.48490 -1.05974 0.35057
H: 5.03039 -1.03506 2.03365

natural (NBO) atomic charge list, values in e, 8 entries: number 1, C, carries -0.599; number 2, C, carries -0.131; number 3, N, carries -0.872; number 4, S, carries 2.316; number 5, C, carries -0.885; number 6, O, carries -0.938; number 7, O, carries -0.975; number 8, C, carries 0.676

C18H22CoN9O2S as an isolated structure, computed with ωB97M-V/def2-TZVPD.

## Properties
Lowest unoccupied orbital energy (spin up / spin down) = -12.7 / -12.6 eV
Expectation value of S² = 0.86
Gap between HOMO and LUMO (spin up / spin down) = 0.1144 / 0.1209 Ha
Total charge = +3
Multiplicity = 2

Geometry (Å):
Co: 0.10232 -0.36214 0.13253
C: -2.34957 0.33390 3.95050
N: -0.90542 0.20710 3.64385
C: 0.06640 0.27845 4.61380
C: 1.38063 0.16766 4.32881
C: 1.75440 -0.03045 2.96756
N: 0.78257 -0.10300 2.03756
C: -0.50410 0.01821 2.38089
O: -1.29915 -0.06616 1.38416
N: 3.00881 -0.16326 2.57662
H: -2.45346 0.46864 5.02238
H: -2.86531 -0.57018 3.63893
H: -2.75123 1.19885 3.42944
H: -0.29864 0.42960 5.62064
H: 2.11956 0.22489 5.11379
H: 3.77344 -0.10993 3.23212
H: 3.21675 -0.32971 1.60595
C: -1.60556 -4.14124 -0.73816
C: -0.87160 -3.06497 -0.27865
N: -1.03253 -1.80906 -0.74961
C: -1.97690 -1.57951 -1.65296
C: -2.81951 -2.60050 -2.13946
C: -2.56811 -3.91612 -1.70097
C: -3.85391 -2.38658 -3.10324
C: -4.72009 -1.30805 -3.26790
C: -4.94709 -0.19351 -2.38644
C: -5.85188 0.78594 -2.77414
C: -6.05187 1.86787 -1.90577
N: -5.42015 1.95501 -0.75031
C: -4.57535 0.93406 -0.46878
N: -4.29887 -0.12406 -1.19130
H: -1.41625 -5.12875 -0.34259
H: -0.10869 -3.20625 0.47865
H: -2.03798 -0.58214 -2.05702
H: -3.16126 -4.73327 -2.09215
H: -4.03858 -3.22123 -3.77225
H: -5.37612 -1.36348 -4.12839
H: -6.37325 0.72452 -3.71987
H: -6.74305 2.66444 -2.15227
H: -4.05296 1.01654 0.47841
C: 5.44188 0.02077 -2.04712
N: 4.23755 -0.75148 -1.71167
C: 3.14863 -0.23461 -1.18355
N: 3.11813 1.07328 -0.91067
S: 1.81115 -1.30201 -0.88859
H: 6.21867 -0.67838 -2.33881
H: 5.78644 0.57781 -1.17635
H: 5.24625 0.69298 -2.88290
H: 4.22004 -1.74077 -1.91792
H: 3.85785 1.69103 -1.21216
H: 2.25999 1.49841 -0.61326
O: -0.90615 2.03325 -0.74585
N: -0.13528 1.22297 -0.71004

natural (NBO) atomic charge list, values in e, 8 entries: number 1, Co, carries 1.039; number 2, C, carries -0.410; number 3, N, carries -0.351; number 4, C, carries 0.149; number 5, C, carries -0.327; number 6, C, carries 0.499; number 7, N, carries -0.644; number 8, C, carries 0.759

C18H22F3N5O7S3Y as an isolated structure, computed with ωB97M-V/def2-TZVPD.

## Properties
Lowest unoccupied orbital energy = 1.8 eV
ΔE to the lowest compared entry with this formula, charge and spin = 0.58 kcal per mole
Gap between HOMO and LUMO = 0.2173 Ha
Total charge = -1

Geometry (Å):
Y: 0.20528 -0.41857 0.34773
O: 0.36315 -2.72608 0.54653
C: 0.64738 -3.62481 -0.24456
C: 0.99859 -3.49294 -1.62782
C: 1.28035 -4.67510 -2.31969
C: 1.63570 -4.64062 -3.64115
C: 1.72867 -3.41209 -4.32878
C: 1.45954 -2.24893 -3.68017
C: 1.07222 -2.21952 -2.29786
O: 0.81640 -1.11957 -1.73422
N: 1.92002 -5.87729 -4.33964
O: 1.82781 -6.92704 -3.72405
O: 2.24667 -5.80884 -5.51400
H: 0.63946 -4.65811 0.13779
H: 1.21925 -5.62892 -1.81146
H: 2.01259 -3.42141 -5.37129
H: 1.51801 -1.29589 -4.18903
C: -4.63140 0.62702 -0.57830
C: -3.31887 0.36606 0.11938
S: -2.09919 -0.28586 -0.98567
C: -3.09054 0.58206 1.42499
C: -4.11795 1.12604 2.38818
S: -1.54524 0.25941 2.22786
H: -4.98380 -0.28911 -1.05855
H: -4.49420 1.36264 -1.37590
H: -5.41571 0.98924 0.08348
H: -5.07937 1.33958 1.92498
H: -3.74912 2.04458 2.85077
H: -4.28046 0.41148 3.19910
C: 0.58637 1.91095 -2.05040
N: 0.68324 3.25445 -2.61016
C: -0.41116 4.06083 -2.06322
N: -0.35421 4.14535 -0.60284
C: -0.44718 2.79413 -0.05875
N: 0.65962 1.92281 -0.56055
C: 1.94291 2.56835 -0.18286
N: 2.06109 3.91832 -0.72435
C: 1.94950 3.84553 -2.18205
C: 0.93736 4.71357 -0.22253
H: 1.40736 1.29928 -2.42459
H: -0.35978 1.45186 -2.33599
H: -1.36181 3.61038 -2.35312
H: -0.35067 5.06946 -2.47935
H: -1.39539 2.33718 -0.34437
H: -0.39476 2.82451 1.02994
H: 2.76438 1.95345 -0.55524
H: 2.00733 2.61237 0.90477
H: 2.77257 3.24139 -2.56988
H: 2.02957 4.85538 -2.59176
H: 1.01452 5.72560 -0.62754
H: 0.99630 4.76200 0.86644
F: 4.48844 -2.12709 2.35400
C: 3.35372 -1.55493 2.76748
F: 2.38448 -2.46964 2.72577
F: 3.51458 -1.16331 4.03082
S: 2.94516 -0.11672 1.69708
O: 4.04154 0.78307 1.87049
O: 2.75746 -0.69457 0.36664
O: 1.63544 0.32727 2.19730

natural (NBO) atomic charge list, values in e, 8 entries: number 1, Y, carries 1.757; number 2, O, carries -0.645; number 3, C, carries 0.463; number 4, C, carries -0.265; number 5, C, carries -0.092; number 6, C, carries -0.088; number 7, C, carries -0.130; number 8, C, carries -0.294

C18H22F3N6O2PRbS as an isolated structure, computed with ωB97M-V/def2-TZVPD.

## Properties
Lowest unoccupied orbital energy = -2.6 eV
ΔE to the lowest compared entry with this formula, charge and spin = 31.79 kcal per mole
Gap between HOMO and LUMO = 0.2676 Ha
Total charge = +1

Geometry (Å):
Rb: 0.73399 0.17606 0.26215
F: -0.76072 -7.07031 0.67475
C: -0.44777 -5.79247 0.35508
F: -0.07278 -5.80018 -0.92690
F: 0.61671 -5.46624 1.09649
C: -1.61962 -4.87275 0.61742
C: -2.79338 -5.43075 1.05332
C: -3.90498 -4.62076 1.32804
C: -3.73779 -3.27764 1.17144
N: -2.59081 -2.70351 0.75148
C: -1.51444 -3.45760 0.42222
S: -0.12501 -2.74715 -0.25661
H: -2.86336 -6.50025 1.18295
H: -4.84493 -5.03284 1.66316
H: -4.54901 -2.58864 1.38354
N: 4.55776 2.52909 0.02490
C: 4.73526 1.15842 0.16553
C: 6.06394 0.70104 0.19253
C: 6.29955 -0.64629 0.31761
C: 5.21967 -1.52134 0.40872
C: 3.95894 -0.97435 0.37490
N: 3.69971 0.34059 0.26489
C: 3.44537 3.35324 -0.03550
C: 3.70528 4.73240 -0.15590
C: 2.64938 5.60591 -0.21434
C: 1.35109 5.10302 -0.15003
C: 1.20032 3.74027 -0.03636
N: 2.21474 2.86311 0.01666
H: 5.42570 3.03399 -0.03060
H: 6.88496 1.40279 0.11331
H: 7.31554 -1.01784 0.34002
H: 5.35527 -2.58924 0.49810
H: 3.09083 -1.62811 0.42830
H: 4.72557 5.09311 -0.19733
H: 2.82990 6.66937 -0.30343
H: 0.48956 5.75510 -0.17691
H: 0.20600 3.30969 0.03145
N: -3.13596 -0.44691 1.37751
C: -3.91413 0.40796 0.42289
P: -2.73416 1.12588 -0.76787
O: -2.57838 0.18727 -1.94220
O: -1.58883 1.60454 0.05275
C: -3.55898 2.53742 -1.64962
N: -3.54259 2.05490 -3.06394
H: -2.34706 0.09202 1.73562
H: -2.72225 -1.58012 1.00484
H: -3.72399 -0.67485 2.17681
H: -4.39875 1.21921 0.97144
H: -4.66628 -0.20985 -0.06416
H: -2.95571 3.43425 -1.53952
H: -4.57539 2.75213 -1.32712
H: -3.09537 1.05079 -2.89505
H: -2.94719 2.61923 -3.66355
H: -4.46547 1.99725 -3.48394

natural (NBO) atomic charge list, values in e, 8 entries: number 1, Rb, carries 0.948; number 2, F, carries -0.329; number 3, C, carries 0.983; number 4, F, carries -0.308; number 5, F, carries -0.313; number 6, C, carries -0.212; number 7, C, carries -0.088; number 8, C, carries -0.301

The molecule C18H22N2O4S, computed with ωB97M-V/def2-TZVPD.

## Properties
Lowest unoccupied orbital energy = 0.5 eV
ΔE to the lowest compared entry with this formula, charge and spin = 25.50 kcal per mole
Gap between HOMO and LUMO = 0.3148 Ha
Total charge = 0

Geometry (Å):
C: -4.63485 -0.45912 -1.99935
H: -5.28593 -1.31977 -2.14835
O: -3.59565 -0.59863 -2.93668
C: -2.54936 0.26994 -2.86421
C: -2.52142 1.41596 -2.07925
C: -1.39144 2.21364 -2.06312
C: -0.28269 1.89783 -2.83047
C: -0.32397 0.76173 -3.63260
C: -1.44351 -0.03991 -3.65605
H: -1.48278 -0.92804 -4.26727
H: 0.53911 0.50406 -4.22951
C: 0.99533 2.68441 -2.71135
N: 1.87209 2.02996 -1.74903
C: 2.79357 1.13969 -2.16070
O: 3.10557 0.98724 -3.32624
C: 3.51584 0.35381 -1.06403
C: 2.67129 -0.06228 0.13728
N: 1.40828 -0.68483 -0.21924
S: 0.04134 -0.00548 0.44855
O: -1.08584 -0.50939 -0.27141
O: 0.20746 1.42389 0.57301
C: 0.09006 -0.72399 2.07722
C: 0.40646 0.04720 3.17641
C: 0.46761 -0.54696 4.42594
C: 0.21501 -1.90567 4.57749
C: -0.10556 -2.66237 3.45203
C: -0.16831 -2.07562 2.20229
H: -0.42082 -2.63979 1.31921
H: -0.30673 -3.71770 3.56250
C: 0.26297 -2.55107 5.92718
H: 0.77125 -1.91573 6.64732
H: 0.77412 -3.50997 5.87707
H: -0.74971 -2.73309 6.28654
H: 0.71318 0.05062 5.29137
H: 0.59081 1.10122 3.04104
H: 1.29805 -0.91587 -1.19359
H: 2.43919 0.80137 0.76746
H: 3.24426 -0.77391 0.74598
H: 3.93227 -0.53127 -1.54977
H: 4.35404 0.96228 -0.71624
H: 1.49361 1.98674 -0.81061
H: 1.53012 2.71207 -3.66332
H: 0.80228 3.70103 -2.36155
H: -1.37199 3.08830 -1.42959
H: -3.36067 1.68571 -1.45853
H: -5.20995 0.45840 -2.16658
H: -4.24403 -0.46667 -0.97724

natural (NBO) atomic charge list, values in e, 8 entries: number 1, C, carries -0.252; number 2, H, carries 0.196; number 3, O, carries -0.496; number 4, C, carries 0.319; number 5, C, carries -0.314; number 6, C, carries -0.122; number 7, C, carries -0.095; number 8, C, carries -0.197